No. 1
# C39H32Cl4N3O5SbTaTe

A structure of composition C39H32Cl4N3O5SbTaTe (the ωB97M-V functional and the def2-TZVPD basis, the Open Molecules 2025 dataset).

```
! RIJCOSX wB97M-V def2-TZVPD def2/J DEFGRID3
* xyz 1 1
Ta -0.324 -0.667 -0.068
C 3.194 -0.990 0.698
C 2.971 -0.031 -0.432
C 3.962 0.140 -1.391
C 3.782 1.043 -2.420
C 2.645 1.834 -2.412
C 1.685 1.621 -1.436
N 1.812 0.663 -0.494
Sb 0.260 3.214 -1.143
C -0.443 2.534 0.769
C -0.476 3.566 1.693
C -1.142 3.405 2.897
C -1.804 2.220 3.110
C -1.730 1.197 2.170
C -2.513 -0.048 2.427
N -1.012 1.329 1.028
C -1.646 2.868 -2.082
C -1.947 3.642 -3.194
C -3.217 3.532 -3.741
C -4.128 2.684 -3.141
C -3.754 1.973 -2.001
C -4.714 1.056 -1.303
N -2.526 2.069 -1.486
H 4.219 -1.353 0.676
H 2.530 -1.852 0.632
H 3.023 -0.490 1.652
H 4.863 -0.453 -1.325
H 4.533 1.158 -3.191
H 2.505 2.615 -3.148
H 0.010 4.503 1.456
H -1.167 4.198 3.633
H -2.382 2.059 4.008
H -3.100 0.062 3.336
H -1.890 -0.933 2.546
H -3.191 -0.228 1.594
H -1.209 4.307 -3.624
H -3.493 4.107 -4.616
H -5.130 2.578 -3.535
H -5.748 1.308 -1.535
H -4.565 1.112 -0.225
H -4.537 0.023 -1.608
Cl 1.522 -0.229 -6.594
C 1.331 -0.747 -4.969
C 2.148 -1.760 -4.461
Cl 3.348 -2.487 -5.448
C 2.001 -2.180 -3.137
Cl 3.003 -3.379 -2.431
C 1.041 -1.567 -2.358
O 0.830 -1.841 -1.055
C 0.229 -0.547 -2.850
O -0.592 -0.015 -1.915
C 0.367 -0.135 -4.161
Cl -0.626 1.133 -4.752
C 1.466 0.395 7.298
O 1.051 0.559 5.946
C 1.149 -0.503 5.125
C 1.605 -1.763 5.507
C 1.675 -2.765 4.553
C 1.294 -2.580 3.226
C 1.475 -3.660 2.216
C 1.962 -5.008 2.685
O 1.284 -3.457 1.033
C 0.796 -1.311 2.889
O 0.332 -1.046 1.646
C 0.751 -0.282 3.807
H 1.320 1.360 7.773
H 2.520 0.119 7.352
H 0.857 -0.356 7.805
H 1.918 -1.965 6.519
H 2.058 -3.728 4.857
H 1.255 -5.451 3.389
H 2.925 -4.925 3.191
H 2.066 -5.655 1.818
H 0.406 0.700 3.514
Te -2.521 -2.224 -0.482
C -3.122 -3.107 1.340
C -2.480 -4.239 1.829
C -2.936 -4.835 2.998
C -4.034 -4.316 3.668
C -4.692 -3.205 3.160
C -4.242 -2.602 1.994
H -1.640 -4.657 1.294
H -2.441 -5.720 3.376
H -4.389 -4.787 4.575
H -5.565 -2.811 3.665
H -4.769 -1.744 1.594
*
```

Properties
relative energy (zero: lowest compared OMol25 entry of this formula, charge and spin): 0.0 kJ/mol
molar mass: 1194.82 g mol⁻¹
HOMO: -10.56 eV
DFT total energy: -121139.5269 eV
LUMO level: -3.4 eV


No. 2
# C13H8Cl2N5O2Pt

A structure of composition C13H8Cl2N5O2Pt (the ωB97M-V functional and the def2-TZVPD basis, the Open Molecules 2025 dataset).

```
! RIJCOSX wB97M-V def2-TZVPD def2/J DEFGRID3
* xyz 1 3
Pt -0.320 0.005 -0.167
Cl 2.178 -5.699 -4.244
C 1.385 -4.548 -3.240
C 0.042 -4.750 -2.889
C -0.612 -3.852 -2.087
Cl -2.253 -4.107 -1.648
C 0.037 -2.686 -1.581
O -0.616 -1.909 -0.782
C 1.391 -2.496 -1.980
C 2.114 -1.328 -1.594
O 1.699 -0.312 -1.018
C 2.047 -3.440 -2.790
H -0.483 -5.621 -3.254
H 3.178 -1.334 -1.869
H 3.079 -3.276 -3.074
N -0.577 1.031 4.131
C -0.103 0.124 3.270
N -0.350 0.549 2.052
C -0.990 1.742 2.233
N -1.143 2.061 3.492
C -1.421 2.516 1.081
C -2.069 3.744 1.168
N -2.441 4.407 0.086
C -2.165 3.869 -1.096
C -1.514 2.648 -1.205
N -1.153 1.972 -0.116
H -0.555 1.018 5.139
H 0.398 -0.791 3.541
H -2.282 4.183 2.135
H -2.472 4.422 -1.973
H -1.282 2.212 -2.167
*
```

Properties
molar mass: 532.22 g mol⁻¹
HOMO (spin up / spin down): -11.10 / -11.13 eV
DFT total energy: -53439.9036 eV
<S²>: 2.0077
LUMO level (spin up / spin down): -4.1 / -5.2 eV


No. 3
# H4NO2SSi

A structure of composition H4NO2SSi in a non-equilibrium geometry (the ωB97M-V functional and the def2-TZVPD basis, the Open Molecules 2025 dataset).

```
! RIJCOSX wB97M-V def2-TZVPD def2/J DEFGRID3
* xyz -1 1
N -0.675 -1.302 0.418
O -0.313 1.330 0.174
O -2.411 0.055 -0.925
Si 1.101 0.638 0.120
S -1.593 -0.026 0.339
H -0.570 -1.856 -0.413
H 1.142 -0.058 1.311
H 1.063 -0.376 -1.021
H 2.256 1.594 -0.004
*
```

Properties
relative energy (zero: lowest compared OMol25 entry of this formula, charge and spin): 109.3 kJ/mol
molar mass: 110.19 g mol⁻¹
HOMO: -4.04 eV
DFT total energy: -24363.2211 eV
LUMO level: 4.0 eV


No. 4
# C55H63ClN6O4P2RbS

A structure of composition C55H63ClN6O4P2RbS (the ωB97M-V functional and the def2-TZVPD basis, the Open Molecules 2025 dataset).

```
! RIJCOSX wB97M-V def2-TZVPD def2/J DEFGRID3
* xyz -1 1
Rb 0.083 0.424 0.003
C -3.029 -1.345 -0.058
N -2.516 -0.450 0.954
C -2.985 0.916 0.771
C -2.582 -0.899 2.310
C -3.533 -1.821 2.719
C -3.609 -2.263 4.038
C -2.714 -1.741 4.960
C -1.756 -0.819 4.570
C -1.626 -0.379 3.235
N -0.604 0.397 2.781
C -0.099 1.416 3.512
C -0.857 2.167 4.451
C -0.356 3.281 5.095
C 0.944 3.717 4.859
C 1.716 2.993 3.956
C 1.231 1.881 3.286
N 2.077 1.166 2.360
C 2.916 0.186 3.019
C 2.821 2.017 1.450
H -4.131 -1.371 -0.118
H -2.672 -2.358 0.130
H -2.657 -1.030 -1.038
H -4.082 0.983 0.853
H -2.697 1.292 -0.217
H -2.530 1.561 1.522
H -4.240 -2.205 1.992
H -4.355 -2.991 4.331
H -2.748 -2.065 5.995
H -1.044 -0.447 5.298
H -1.880 1.861 4.635
H -0.994 3.823 5.785
H 1.349 4.584 5.365
H 2.737 3.307 3.767
H 3.681 0.647 3.668
H 3.429 -0.426 2.271
H 2.292 -0.465 3.635
H 3.349 1.392 0.726
H 3.575 2.653 1.941
H 2.112 2.651 0.917
C 4.572 -3.895 -6.167
S 5.310 -4.471 -4.629
C 3.844 -5.194 -3.846
C 2.840 -4.204 -3.264
C 3.389 -3.525 -2.018
N 2.536 -2.481 -1.441
P 3.063 -0.853 -1.255
C 3.396 -0.200 -2.932
C 2.672 0.936 -3.288
C 2.870 1.549 -4.519
C 3.796 1.029 -5.408
C 4.523 -0.106 -5.066
C 4.327 -0.716 -3.838
C 4.764 -1.096 -0.616
C 5.839 -0.293 -0.989
C 7.075 -0.433 -0.370
C 7.255 -1.377 0.629
C 6.187 -2.178 1.016
C 4.954 -2.033 0.404
P 1.093 -2.787 -0.555
C 1.610 -4.005 0.710
C 1.613 -3.521 2.019
C 2.055 -4.317 3.068
C 2.499 -5.606 2.819
C 2.491 -6.105 1.521
C 2.046 -5.312 0.475
C 0.016 -3.743 -1.680
C -0.298 -3.149 -2.906
C -1.225 -3.734 -3.753
C -1.870 -4.909 -3.381
C -1.590 -5.486 -2.152
C -0.655 -4.905 -1.304
H 5.375 -3.481 -6.775
H 3.836 -3.114 -5.992
H 4.113 -4.724 -6.708
H 4.237 -5.837 -3.054
H 3.362 -5.848 -4.576
H 1.924 -4.752 -3.030
H 2.561 -3.444 -3.998
H 4.358 -3.087 -2.259
H 3.594 -4.282 -1.253
H 1.925 1.332 -2.610
H 2.287 2.422 -4.779
H 3.953 1.502 -6.370
H 5.251 -0.510 -5.760
H 4.927 -1.581 -3.580
H 5.713 0.447 -1.769
H 7.900 0.198 -0.675
H 8.220 -1.487 1.108
H 6.314 -2.913 1.801
H 4.123 -2.657 0.720
H 1.257 -2.515 2.216
H 2.042 -3.928 4.078
H 2.843 -6.229 3.635
H 2.829 -7.116 1.326
H 2.021 -5.716 -0.530
H 0.159 -2.204 -3.184
H -1.451 -3.254 -4.696
H -2.600 -5.361 -4.041
H -2.102 -6.390 -1.845
H -0.461 -5.357 -0.340
C -0.381 6.579 -0.137
N 0.020 5.249 0.257
C -0.250 4.117 -0.473
N -0.651 4.279 -1.757
O -0.127 3.011 0.045
H -0.135 7.270 0.666
H -1.454 6.655 -0.341
H 0.165 6.911 -1.024
H 0.118 5.048 1.240
H -0.571 5.173 -2.205
H -0.695 3.441 -2.349
C 0.766 -2.591 -6.705
C 0.836 -1.119 -6.982
C 1.668 -0.601 -7.959
C 1.700 0.765 -8.201
Cl 2.774 1.389 -9.431
C 0.920 1.631 -7.467
C 0.088 1.131 -6.472
C 0.037 -0.238 -6.239
O -0.772 -0.827 -5.326
C -1.622 0.021 -4.554
C -0.876 0.834 -3.468
O -0.989 2.080 -3.532
O -0.251 0.156 -2.627
H 1.486 -3.132 -7.317
H -0.231 -2.984 -6.915
H 0.965 -2.797 -5.652
H 2.298 -1.265 -8.537
H 0.969 2.696 -7.650
H -0.484 1.815 -5.858
H -2.304 -0.663 -4.049
H -2.185 0.677 -5.220
*
```

Properties
relative energy (zero: lowest compared OMol25 entry of this formula, charge and spin): 0.0 kJ/mol
molar mass: 1087.08 g mol⁻¹
HOMO: -3.24 eV
DFT total energy: -117784.6703 eV
LUMO level: 2.0 eV


No. 5
# C8H12N4O

The ion C8H12N4O with charge +2 in a non-equilibrium geometry (the ωB97M-V functional and the def2-TZVPD basis, the Open Molecules 2025 dataset).

```
! RIJCOSX wB97M-V def2-TZVPD def2/J DEFGRID3
* xyz 2 1
C 4.202 -0.124 -0.177
C 3.545 1.068 0.038
C 3.438 -1.308 -0.202
C 2.207 1.135 0.279
C 2.064 -1.253 -0.135
C 1.435 0.009 0.148
C -0.585 1.347 -0.059
C -4.573 -0.698 -0.415
N -1.819 1.682 -0.143
N 0.047 0.183 0.289
N -0.552 -0.917 0.733
N -3.055 0.963 0.124
O -3.215 -0.404 -0.077
H 5.214 -0.234 -0.337
H 4.097 2.099 0.044
H 4.043 -2.270 -0.433
H 1.915 2.154 0.616
H 1.574 -2.091 -0.394
H -0.020 2.082 -0.420
H -5.144 -0.581 0.531
H -4.510 -1.692 -0.593
H -4.878 -0.027 -1.414
H -1.546 -0.925 0.974
H 0.023 -1.511 1.312
H -3.908 1.314 -0.290
*
```

Properties
relative energy (zero: lowest compared OMol25 entry of this formula, charge and spin): 714.9 kJ/mol
molar mass: 180.21 g mol⁻¹
HOMO (spin up / spin down): -17.28 / -17.01 eV
DFT total energy: -16473.5763 eV
LUMO level (spin up / spin down): -11.0 / -11.1 eV


No. 6
# C30H45NNdO2P2S2

A structure of composition C30H45NNdO2P2S2 in a non-equilibrium geometry (the ωB97M-V functional and the def2-TZVPD basis, the Open Molecules 2025 dataset).

```
! RIJCOSX wB97M-V def2-TZVPD def2/J DEFGRID3
* xyz 1 4
Nd 0.732 -0.810 0.531
C 0.915 -0.137 3.188
C -0.325 -0.859 3.063
C 1.410 -2.381 2.935
C 1.986 -1.083 3.099
C -0.009 -2.239 2.880
C 1.075 1.317 3.468
H 0.198 1.900 3.157
H 1.953 1.735 2.954
H 1.211 1.485 4.549
C 3.436 -0.800 3.273
H 3.605 0.233 3.599
H 3.990 -0.929 2.331
H 3.893 -1.476 4.011
C 2.130 -3.667 3.060
H 2.168 -4.030 4.104
H 3.162 -3.575 2.701
H 1.643 -4.442 2.457
C -0.973 -3.368 2.756
H -1.163 -3.865 3.721
H -0.588 -4.132 2.067
H -1.944 -3.035 2.366
C -1.699 -0.316 3.255
H -2.073 -0.532 4.270
H -2.408 -0.767 2.546
H -1.734 0.769 3.119
C -1.934 3.824 -3.030
C -2.463 4.107 -1.825
C -3.927 4.288 -1.568
C -4.845 3.225 -2.232
C -4.296 1.839 -2.209
C -3.624 1.260 -3.229
C -3.072 1.977 -4.419
C -2.720 3.476 -4.257
H -4.268 5.269 -1.932
H -5.096 3.534 -3.255
H -4.104 4.290 -0.484
H -3.633 4.088 -4.335
H -0.894 4.094 -3.250
H -1.808 4.468 -1.027
H -2.092 3.743 -5.121
H -2.165 1.442 -4.749
H -3.528 0.174 -3.288
H -3.782 1.915 -5.261
H -5.788 3.227 -1.660
H -4.584 1.271 -1.318
P -0.338 1.765 -0.080
C 0.657 3.009 -0.939
C -1.659 2.564 0.893
P -1.684 -0.990 -1.025
C -1.297 0.844 -1.407
C -3.451 -1.030 -0.570
C -1.704 -1.911 -2.605
H 1.526 2.525 -1.405
H 1.035 3.734 -0.205
H 0.065 3.522 -1.704
H -2.414 3.033 0.245
H -1.209 3.328 1.544
H -2.167 1.827 1.532
H -2.124 -1.319 -3.428
H -2.288 -2.834 -2.467
H -0.672 -2.205 -2.849
H -0.802 0.937 -2.388
H -2.230 1.420 -1.465
H -3.724 -2.071 -0.344
H -4.085 -0.660 -1.387
H -3.625 -0.436 0.336
O 2.909 -4.006 -2.068
S 3.022 -3.701 -0.663
O 2.413 -4.590 0.299
N 2.460 -2.123 -0.345
C 3.461 -1.202 -0.262
S 3.087 0.450 -0.128
C 4.771 -1.805 -0.196
C 5.993 -1.201 0.115
C 7.102 -2.003 0.363
C 6.982 -3.404 0.378
C 5.760 -4.010 0.069
C 4.676 -3.201 -0.243
H 6.045 -0.112 0.129
H 8.072 -1.541 0.545
H 7.847 -4.013 0.618
H 5.621 -5.090 0.097
*
```

Properties
molar mass: 722.02 g mol⁻¹
HOMO (spin up / spin down): -10.03 / -10.02 eV
DFT total energy: -92944.6805 eV
<S²>: 3.7553
LUMO level (spin up / spin down): -3.5 / -3.5 eV


> Look up the molar mass of the fifth one.

180.21 g mol⁻¹


> Which formula does entry 5 have?

C8H12N4O


Copy entry 3 word for word.
# H4NO2SSi

A structure of composition H4NO2SSi in a non-equilibrium geometry (the ωB97M-V functional and the def2-TZVPD basis, the Open Molecules 2025 dataset).

```
! RIJCOSX wB97M-V def2-TZVPD def2/J DEFGRID3
* xyz -1 1
N -0.675 -1.302 0.418
O -0.313 1.330 0.174
O -2.411 0.055 -0.925
Si 1.101 0.638 0.120
S -1.593 -0.026 0.339
H -0.570 -1.856 -0.413
H 1.142 -0.058 1.311
H 1.063 -0.376 -1.021
H 2.256 1.594 -0.004
*
```

Properties
relative energy (zero: lowest compared OMol25 entry of this formula, charge and spin): 109.3 kJ/mol
molar mass: 110.19 g mol⁻¹
HOMO: -4.04 eV
DFT total energy: -24363.2211 eV
LUMO level: 4.0 eV


Please write out number 6 again, unchanged.
# C30H45NNdO2P2S2

A structure of composition C30H45NNdO2P2S2 in a non-equilibrium geometry (the ωB97M-V functional and the def2-TZVPD basis, the Open Molecules 2025 dataset).

```
! RIJCOSX wB97M-V def2-TZVPD def2/J DEFGRID3
* xyz 1 4
Nd 0.732 -0.810 0.531
C 0.915 -0.137 3.188
C -0.325 -0.859 3.063
C 1.410 -2.381 2.935
C 1.986 -1.083 3.099
C -0.009 -2.239 2.880
C 1.075 1.317 3.468
H 0.198 1.900 3.157
H 1.953 1.735 2.954
H 1.211 1.485 4.549
C 3.436 -0.800 3.273
H 3.605 0.233 3.599
H 3.990 -0.929 2.331
H 3.893 -1.476 4.011
C 2.130 -3.667 3.060
H 2.168 -4.030 4.104
H 3.162 -3.575 2.701
H 1.643 -4.442 2.457
C -0.973 -3.368 2.756
H -1.163 -3.865 3.721
H -0.588 -4.132 2.067
H -1.944 -3.035 2.366
C -1.699 -0.316 3.255
H -2.073 -0.532 4.270
H -2.408 -0.767 2.546
H -1.734 0.769 3.119
C -1.934 3.824 -3.030
C -2.463 4.107 -1.825
C -3.927 4.288 -1.568
C -4.845 3.225 -2.232
C -4.296 1.839 -2.209
C -3.624 1.260 -3.229
C -3.072 1.977 -4.419
C -2.720 3.476 -4.257
H -4.268 5.269 -1.932
H -5.096 3.534 -3.255
H -4.104 4.290 -0.484
H -3.633 4.088 -4.335
H -0.894 4.094 -3.250
H -1.808 4.468 -1.027
H -2.092 3.743 -5.121
H -2.165 1.442 -4.749
H -3.528 0.174 -3.288
H -3.782 1.915 -5.261
H -5.788 3.227 -1.660
H -4.584 1.271 -1.318
P -0.338 1.765 -0.080
C 0.657 3.009 -0.939
C -1.659 2.564 0.893
P -1.684 -0.990 -1.025
C -1.297 0.844 -1.407
C -3.451 -1.030 -0.570
C -1.704 -1.911 -2.605
H 1.526 2.525 -1.405
H 1.035 3.734 -0.205
H 0.065 3.522 -1.704
H -2.414 3.033 0.245
H -1.209 3.328 1.544
H -2.167 1.827 1.532
H -2.124 -1.319 -3.428
H -2.288 -2.834 -2.467
H -0.672 -2.205 -2.849
H -0.802 0.937 -2.388
H -2.230 1.420 -1.465
H -3.724 -2.071 -0.344
H -4.085 -0.660 -1.387
H -3.625 -0.436 0.336
O 2.909 -4.006 -2.068
S 3.022 -3.701 -0.663
O 2.413 -4.590 0.299
N 2.460 -2.123 -0.345
C 3.461 -1.202 -0.262
S 3.087 0.450 -0.128
C 4.771 -1.805 -0.196
C 5.993 -1.201 0.115
C 7.102 -2.003 0.363
C 6.982 -3.404 0.378
C 5.760 -4.010 0.069
C 4.676 -3.201 -0.243
H 6.045 -0.112 0.129
H 8.072 -1.541 0.545
H 7.847 -4.013 0.618
H 5.621 -5.090 0.097
*
```

Properties
molar mass: 722.02 g mol⁻¹
HOMO (spin up / spin down): -10.03 / -10.02 eV
DFT total energy: -92944.6805 eV
<S²>: 3.7553
LUMO level (spin up / spin down): -3.5 / -3.5 eV